{"formula": "C28H48N4O8", "method": "ωB97M-V/def2-TZVPD", "elements": ["C", "C", "C", "N", "C", "H", "H", "H", "H", "H", "C", "C", "C", "N", "C", "H", "H", "H", "H", "H", "C", "C", "C", "N", "C", "H", "H", "H", "H", "H", "C", "C", "C", "N", "C", "H", "H", "H", "H", "H", "O", "C", "C", "C", "C", "O", "H", "H", "H", "H", "H", "H", "O", "C", "C", "C", "C", "O", "H", "H", "H", "H", "H", "H", "C", "O", "H", "H", "H", "H", "C", "O", "H", "H", "H", "H", "C", "O", "H", "H", "H", "H", "C", "O", "H", "H", "H", "H"], "xyz": [[0.1984, -0.2954, 0.7022], [0.0921, 0.6282, -0.3711], [-1.2462, 0.7763, -0.6500], [-1.9408, -0.0728, 0.1761], [-1.0699, -0.7353, 0.9975], [1.0942, -0.7710, 1.0717], [0.8995, 1.1760, -0.8311], [-1.7391, 1.3961, -1.3799], [-2.9394, -0.1050, 0.2708], [-1.3787, -1.3146, 1.8528], [3.9931, -2.3369, -0.9748], [3.6485, -0.9513, -1.0326], [3.7189, -0.5631, -2.3427], [4.0282, -1.6703, -3.0889], [4.3064, -2.7161, -2.2572], [3.9809, -2.9883, -0.1220], [3.3973, -0.4090, -0.1346], [3.5319, 0.3993, -2.7872], [4.2269, -1.6329, -4.0733], [4.5460, -3.6787, -2.6796], [2.2864, 2.9385, 4.2222], [1.3384, 3.6916, 3.4852], [0.5719, 2.8085, 2.7698], [1.0552, 1.5502, 3.0108], [2.0508, 1.6131, 3.9356], [2.9802, 3.3188, 4.9526], [1.2511, 4.7597, 3.3571], [-0.1568, 2.9278, 1.9871], [0.7310, 0.6913, 2.5866], [2.5470, 0.7339, 4.3060], [-3.8214, 5.1654, -1.7604], [-5.1412, 5.4366, -1.3454], [-5.4224, 4.6527, -0.2613], [-4.2795, 3.9678, 0.0386], [-3.3110, 4.2616, -0.8678], [-3.2601, 5.5270, -2.6046], [-5.8503, 6.0813, -1.8411], [-6.3127, 4.5696, 0.3350], [-4.0737, 3.4464, 0.8722], [-2.3140, 3.8606, -0.7956], [2.3314, -3.2641, -5.0358], [1.4268, -3.1434, -4.2597], [0.7444, -4.2557, -3.4721], [-0.1618, -3.4716, -2.5229], [0.4165, -2.0570, -2.5613], [0.9319, -1.9419, -3.9057], [0.1557, -4.8409, -4.1773], [1.4907, -4.8746, -2.9848], [-1.2330, -3.5340, -2.7005], [-0.0615, -3.8215, -1.4871], [-0.3529, -1.3258, -2.3214], [1.2369, -1.8888, -1.8632], [0.3130, -2.2825, 5.7326], [-0.8389, -2.5381, 5.5437], [-1.8105, -3.2314, 6.4698], [-3.1526, -2.8063, 5.9150], [-2.8589, -2.5791, 4.4360], [-1.4799, -2.2087, 4.3966], [-1.6841, -4.3161, 6.3585], [-1.5995, -3.0777, 7.5241], [-3.9646, -3.4917, 6.1733], [-3.5286, -1.8892, 6.3807], [-3.0572, -3.4392, 3.7967], [-3.4766, -1.7544, 4.0830], [0.2940, 1.9231, -4.0286], [-0.9077, 2.3910, -4.6178], [0.1729, 1.6176, -2.9864], [0.6767, 1.1079, -4.6383], [1.0779, 2.6926, -4.0250], [-1.3765, 2.9823, -4.0240], [3.4496, -2.3302, 2.6502], [2.4079, -2.8517, 1.8175], [4.4199, -2.2977, 2.1460], [3.2155, -1.3092, 2.9459], [3.5240, -2.9086, 3.5747], [2.6356, -3.7823, 1.7357], [2.0932, 3.5678, 0.1053], [2.5165, 3.6910, -1.2562], [1.0109, 3.5964, 0.2048], [2.4615, 2.6165, 0.4802], [2.5340, 4.3886, 0.6738], [1.9143, 4.2678, -1.7308], [-2.4480, -0.8913, -4.3752], [-2.4863, 0.0459, -5.4341], [-1.5731, -1.5410, -4.4375], [-2.3989, -0.3774, -3.4013], [-3.3959, -1.4260, -4.3695], [-1.8216, 0.7224, -5.2564]], "lowdin_charge": [-0.127, -0.112, -0.149, 0.024, -0.107, 0.084, 0.085, 0.096, 0.143, 0.103, -0.106, -0.114, -0.129, 0.019, -0.135, 0.067, 0.087, 0.111, 0.145, 0.111, -0.105, -0.123, -0.164, 0.025, -0.137, 0.087, 0.093, 0.096, 0.098, 0.099, -0.110, -0.114, -0.134, 0.001, -0.162, 0.089, 0.093, 0.106, 0.143, 0.093, 0.105, -0.499, -0.058, -0.145, -0.150, 0.003, 0.125, 0.123, 0.108, 0.114, 0.096, 0.106, 0.129, -0.483, -0.080, -0.162, -0.162, 0.010, 0.134, 0.128, 0.117, 0.118, 0.126, 0.121, -0.129, -0.117, 0.055, 0.088, 0.079, 0.082, -0.145, -0.142, 0.075, 0.060, 0.081, 0.073, -0.163, -0.131, 0.055, 0.075, 0.080, 0.064, -0.158, -0.114, 0.061, 0.066, 0.080, 0.030], "e_homo_ev": -8.10, "de_lowest_kcal_mol": 0.0, "molar_mass_g_mol": 568.71, "energy_ev": -52152.2325}

=====

{"formula": "C28H48O22", "method": "ωB97M-V/def2-TZVPD", "elements": ["C", "C", "C", "O", "C", "O", "O", "H", "H", "H", "H", "H", "H", "C", "C", "C", "O", "C", "O", "O", "H", "H", "H", "H", "H", "H", "C", "C", "C", "O", "C", "O", "O", "H", "H", "H", "H", "H", "H", "C", "C", "C", "O", "C", "O", "O", "H", "H", "H", "H", "H", "H", "C", "C", "C", "O", "C", "O", "O", "H", "H", "H", "H", "H", "H", "C", "C", "C", "O", "C", "O", "O", "H", "H", "H", "H", "H", "H", "O", "C", "C", "O", "H", "H", "H", "H", "H", "H", "O", "C", "C", "O", "H", "H", "H", "H", "H", "H"], "xyz": [[-2.7313, 0.7452, -3.2206], [-2.9151, 1.3442, -1.8337], [-1.5909, 1.9849, -1.3824], [-2.0554, 3.1476, -0.6738], [-3.3359, 3.4198, -1.1275], [-3.9413, 4.4123, -0.8023], [-3.8126, 2.4920, -1.9659], [-2.1635, 1.4684, -3.8498], [-3.6733, 0.5709, -3.7688], [-2.1335, -0.1400, -3.1442], [-3.3452, 0.6583, -1.0862], [-1.0119, 2.3224, -2.2299], [-1.0508, 1.3448, -0.6947], [-0.3089, -0.3333, 3.2307], [0.4719, -1.6025, 3.4203], [1.6364, -1.5286, 4.4209], [1.4961, -2.7100, 5.1946], [0.2836, -3.2988, 4.9368], [-0.0940, -4.2638, 5.4972], [-0.4053, -2.6215, 4.0085], [-0.7583, -0.1280, 4.1655], [-1.1497, -0.4652, 2.5632], [0.3706, 0.4365, 2.9164], [0.7900, -1.8436, 2.3893], [1.6503, -0.5707, 4.9546], [2.5720, -1.6447, 3.8270], [-4.1522, 5.5266, 3.0582], [-3.2312, 4.6045, 2.3545], [-2.0408, 4.1347, 3.1273], [-1.8699, 2.7511, 2.6685], [-3.0725, 2.2665, 2.2091], [-3.3181, 1.1366, 2.0225], [-3.9018, 3.3168, 2.0788], [-5.1580, 5.6109, 2.6069], [-3.7682, 6.5327, 2.9433], [-4.2540, 5.3809, 4.1300], [-3.0125, 5.0091, 1.3402], [-2.2566, 4.1297, 4.1936], [-1.1547, 4.6828, 2.9024], [4.4714, 2.5652, -0.4857], [4.1240, 3.8795, 0.2244], [2.8457, 3.9895, 0.9803], [3.1614, 4.9290, 2.0736], [4.5175, 4.8495, 2.2919], [5.1085, 5.5460, 3.1356], [5.1601, 4.1325, 1.3392], [5.5035, 2.6540, -0.8808], [3.7570, 2.3429, -1.3114], [4.4040, 1.7008, 0.1992], [4.2064, 4.7284, -0.4927], [2.4546, 3.0746, 1.3603], [2.0185, 4.4841, 0.4334], [0.1384, -6.5129, 0.0250], [1.2521, -5.5497, -0.4325], [0.7405, -4.0984, -0.7392], [1.1727, -3.3933, 0.4498], [2.0499, -4.1525, 1.1620], [2.7293, -3.6947, 2.1086], [2.2140, -5.3268, 0.5871], [0.5152, -7.4959, 0.3685], [-0.5443, -6.5375, -0.8546], [-0.3631, -6.0133, 0.8407], [1.7776, -5.9769, -1.3029], [-0.3386, -3.9590, -0.8496], [1.1918, -3.6121, -1.6113], [3.9937, -1.3405, -5.4144], [2.4512, -1.5465, -5.7251], [1.7591, -2.3472, -4.5878], [0.6157, -1.5213, -4.2178], [0.7491, -0.3240, -4.8069], [0.0525, 0.6324, -4.5063], [1.7720, -0.2780, -5.6948], [4.4342, -2.3474, -5.3176], [4.0692, -0.7476, -4.4951], [4.4777, -0.7738, -6.2299], [2.3608, -2.0536, -6.6793], [2.3531, -2.3856, -3.6966], [1.4265, -3.3552, -4.8635], [-0.3664, -1.2512, -0.5431], [0.7949, -0.5963, -1.0679], [1.6636, -0.0408, 0.0008], [1.0089, 1.0405, 0.6606], [-1.0485, -1.2284, -1.2229], [1.4270, -1.3618, -1.6236], [0.5655, 0.1293, -1.8866], [2.6277, 0.2993, -0.4458], [1.9322, -0.7677, 0.7574], [0.2222, 0.6911, 1.0711], [-2.8320, -2.3301, -1.4214], [-3.2133, -2.8238, -0.1320], [-3.5053, -1.6041, 0.7310], [-4.5507, -0.8789, 0.1208], [-3.6432, -1.9949, -1.8096], [-4.1821, -3.3956, -0.2986], [-2.4510, -3.4507, 0.2932], [-2.6162, -0.9517, 0.6526], [-3.6856, -1.8966, 1.7987], [-4.5338, -0.0322, 0.6007]], "lowdin_charge": [-0.021, -0.266, -0.072, 0.044, -0.535, 0.134, 0.104, 0.088, 0.099, 0.058, 0.132, 0.132, 0.104, -0.022, -0.289, -0.095, 0.062, -0.573, 0.169, 0.095, 0.089, 0.074, 0.080, 0.119, 0.135, 0.133, -0.027, -0.306, -0.055, 0.040, -0.558, 0.167, 0.080, 0.106, 0.089, 0.086, 0.149, 0.136, 0.130, -0.032, -0.255, -0.089, 0.042, -0.520, 0.095, 0.066, 0.093, 0.091, 0.084, 0.161, 0.105, 0.148, -0.011, -0.291, -0.057, 0.019, -0.504, 0.107, 0.101, 0.098, 0.100, 0.082, 0.152, 0.119, 0.112, -0.012, -0.270, -0.066, 0.045, -0.535, 0.116, 0.088, 0.089, 0.085, 0.087, 0.144, 0.104, 0.138, -0.061, -0.237, -0.215, -0.072, 0.055, 0.111, 0.121, 0.118, 0.109, 0.035, -0.096, -0.204, -0.266, -0.078, 0.084, 0.143, 0.104, 0.090, 0.142, 0.071], "e_homo_ev": -10.47, "de_lowest_kcal_mol": 0.0, "molar_mass_g_mol": 736.67, "energy_ev": -74859.4584}